Model A:
Here is a molecular structure, C4H6FNO2 from the Open Molecules 2025 dataset. Energies are from the ωB97M-V functional and the def2-TZVPD basis.

The geometry in ORCA input format:
```
! wB97M-V def2-TZVPD RIJCOSX def2/J DEFGRID3
* xyz 0 1
C 0.22 1.09 -0.65
C 0.82 -0.02 -0.29
C 0.00 -1.21 -0.21
C -1.33 0.75 -0.57
N 2.70 -0.30 0.28
O -1.34 -0.66 -0.31
O -1.92 1.39 0.50
F 3.22 0.86 -0.17
H 0.60 2.06 -0.99
H 0.03 -1.85 -1.13
H 0.27 -1.82 0.66
H -1.93 0.99 -1.49
H 2.37 -0.24 1.24
H -2.08 0.69 1.19
*
```

HOMO energy = -9.9 eV

=====

Model B:
Here is a single C4H6FNO2 molecule from the Open Molecules 2025 dataset. Energies are from the ωB97M-V functional and the def2-TZVPD basis.

The geometry in ORCA input format:
```
! wB97M-V def2-TZVPD RIJCOSX def2/J DEFGRID3
* xyz 0 1
O -2.09 0.44 -0.24
C -1.75 -0.49 0.47
N -0.58 -0.52 1.14
C 0.37 0.56 1.00
C 0.76 0.91 -0.42
O 1.02 2.05 -0.75
C 0.87 -0.22 -1.44
F 1.20 -1.41 -0.82
H -2.36 -1.41 0.63
H -0.26 -1.41 1.56
H -0.02 1.50 1.44
H 1.31 0.30 1.55
H -0.12 -0.35 -1.93
H 1.63 0.04 -2.17
*
```

HOMO energy = -9.9 eV

=====

Which one sits at the top of the stability order? model B does.

=====

Model A:
Here is a single C3H6N2S molecule from the Open Molecules 2025 dataset. Energies are from the ωB97M-V functional and the def2-TZVPD basis.

The geometry in ORCA input format:
```
! wB97M-V def2-TZVPD RIJCOSX def2/J DEFGRID3
* xyz 0 1
H 1.45 -2.54 -0.03
N 1.27 -1.43 -0.02
C -0.09 -1.36 -0.08
N -0.78 -0.12 -0.26
S -2.57 -0.11 -0.21
C -0.05 1.15 0.05
C 1.29 1.34 -0.19
H -0.76 -2.20 0.05
H -2.41 0.38 1.24
H -0.88 1.87 0.23
H 2.27 0.64 -0.78
H 1.25 2.39 0.00
*
```

HOMO energy = -8.6 eV

=====

Model B:
Here is a molecular structure, C3H6N2S from the Open Molecules 2025 dataset. Energies are from the ωB97M-V functional and the def2-TZVPD basis.

The geometry in ORCA input format:
```
! wB97M-V def2-TZVPD RIJCOSX def2/J DEFGRID3
* xyz 0 1
C 0.54 0.28 0.05
C 1.54 -0.71 0.15
C 2.88 -0.43 -0.19
H -2.63 -0.25 1.18
H -0.39 -1.46 -0.71
H 0.08 2.32 0.15
H 1.17 -1.72 0.66
H 3.84 -0.93 0.22
H 3.16 0.73 -0.39
N -0.66 -0.44 0.04
N 0.89 1.56 0.05
S -2.29 -0.09 -0.11
*
```

HOMO energy = -9.0 eV

=====

Model C:
Here is a single C3H6N2S molecule from the Open Molecules 2025 dataset. Energies are from the ωB97M-V functional and the def2-TZVPD basis.

The geometry in ORCA input format:
```
! wB97M-V def2-TZVPD RIJCOSX def2/J DEFGRID3
* xyz 0 1
H -0.12 1.64 0.00
N 0.83 1.27 -0.20
C 1.12 0.08 -0.16
C 2.35 -0.72 0.08
S -0.75 -1.19 -0.15
N -1.51 0.19 -0.06
C -2.79 0.41 -0.04
H 3.09 -0.28 -0.48
H 2.49 -0.76 1.20
H 2.01 -1.79 -0.30
H -3.23 1.48 -0.13
H -3.49 -0.33 0.24
*
```

HOMO energy = -8.2 eV

=====

Model D:
Here is a single C3H6N2S molecule from the Open Molecules 2025 dataset. Energies are from the ωB97M-V functional and the def2-TZVPD basis.

The geometry in ORCA input format:
```
! wB97M-V def2-TZVPD RIJCOSX def2/J DEFGRID3
* xyz 0 1
C -1.35 -2.47 0.24
C -0.95 -1.24 0.04
S 0.11 -0.89 -1.29
C 0.79 0.67 -0.81
N 0.48 1.20 0.31
N 0.93 2.47 0.45
H -0.88 -3.26 -0.27
H -2.13 -2.73 0.97
H -1.28 -0.36 0.61
H 1.41 1.17 -1.59
H 1.05 2.76 1.42
H 1.80 2.68 -0.07
*
```

HOMO energy = -7.9 eV

=====

Which one sits at the top of the stability order? model D does.

=====

Model A:
Here is 3 unconnected molecules or ions with the total composition C3H14NO2 from the Open Molecules 2025 dataset. Energies are from the ωB97M-V functional and the def2-TZVPD basis.

The geometry in ORCA input format:
```
! wB97M-V def2-TZVPD RIJCOSX def2/J DEFGRID3
* xyz 1 1
C 2.08 -1.31 -0.14
C 0.76 -0.64 -0.25
C -0.43 -1.53 -0.17
N 0.68 0.11 -1.60
H 3.00 -0.73 -0.14
H 2.20 -2.18 -0.78
H 2.12 -1.83 0.83
H 0.61 0.22 0.39
H -0.25 -2.48 -0.69
H -0.56 -1.90 0.85
H -1.33 -1.11 -0.59
H 0.53 -0.53 -2.37
H 1.55 0.59 -1.81
H -0.16 0.70 -1.63
H -2.57 1.82 2.66
H -1.15 1.34 2.97
O -1.66 2.11 2.66
H -2.34 2.74 -0.58
H -1.43 2.49 0.62
O -1.67 2.12 -0.24
*
```

HOMO energy = -14.7 eV

=====

Model B:
Here is 3 unconnected molecules or ions with the total composition C3H14NO2 from the Open Molecules 2025 dataset. Energies are from the ωB97M-V functional and the def2-TZVPD basis.

The geometry in ORCA input format:
```
! wB97M-V def2-TZVPD RIJCOSX def2/J DEFGRID3
* xyz 1 1
C 2.33 1.33 -1.58
C 1.26 0.45 -0.92
C 1.79 -0.36 0.24
N 0.16 1.34 -0.40
H 2.02 1.65 -2.57
H 2.60 2.14 -0.89
H 3.21 0.71 -1.74
H 0.80 -0.16 -1.69
H 1.94 0.27 1.12
H 2.73 -0.86 0.01
H 1.09 -1.16 0.52
H 0.53 2.04 0.25
H -0.25 1.84 -1.19
H -0.58 0.76 0.06
H -3.70 -2.73 1.42
H -2.28 -3.03 1.87
O -2.78 -2.48 1.25
H -2.36 0.57 1.44
H -2.11 -0.90 1.06
O -1.82 0.02 0.87
*
```

HOMO energy = -15.6 eV

=====

Which one sits at the top of the stability order? model B does.

=====

Model A:
Here is 2 unconnected molecules or ions with the total composition C4H12NO2 from the Open Molecules 2025 dataset. Energies are from the ωB97M-V functional and the def2-TZVPD basis.

The geometry in ORCA input format:
```
! wB97M-V def2-TZVPD RIJCOSX def2/J DEFGRID3
* xyz 2 2
O 3.11 0.71 0.47
C 2.67 -0.28 -0.08
C 1.16 -0.45 -0.36
N 0.18 0.56 0.12
C -0.94 0.92 -0.83
C -1.57 -0.26 -1.52
H 3.34 -1.18 -0.08
H 0.93 -1.36 0.23
H 1.01 -0.65 -1.49
H -0.24 0.22 0.93
H 0.66 1.36 0.54
H -1.65 1.48 -0.16
H -0.42 1.55 -1.51
H -1.12 -0.62 -2.38
H -1.72 -1.06 -0.83
H -2.64 -0.08 -1.89
H -1.29 -0.80 2.48
H -0.95 0.24 3.55
O -0.53 -0.28 2.83
*
```

⟨S²⟩ = 0.7584
HOMO energy (spin up / spin down) = -19.7 / -19.7 eV

=====

Model B:
Here is 2 unconnected molecules or ions with the total composition C4H12NO2 from the Open Molecules 2025 dataset. Energies are from the ωB97M-V functional and the def2-TZVPD basis.

The geometry in ORCA input format:
```
! wB97M-V def2-TZVPD RIJCOSX def2/J DEFGRID3
* xyz 2 2
O -2.00 2.00 0.60
C -0.99 2.45 0.16
C 0.10 1.60 -0.50
N 0.19 0.22 0.06
C -0.76 -0.76 -0.64
C -1.09 -1.93 0.26
H -0.91 3.57 0.24
H 1.03 2.17 -0.46
H -0.26 1.53 -1.54
H 1.16 -0.14 -0.11
H 0.00 0.16 1.06
H -1.68 -0.22 -0.92
H -0.28 -1.06 -1.56
H -0.21 -2.51 0.47
H -1.51 -1.66 1.22
H -1.77 -2.61 -0.26
H 3.09 -0.33 0.14
H 3.21 -1.64 0.89
O 2.67 -0.83 0.87
*
```

⟨S²⟩ = 0.7577
HOMO energy (spin up / spin down) = -19.6 / -19.6 eV

=====

Which one sits at the top of the stability order? model B does.

=====

Model A:
Here is 7 unconnected molecules or ions with the total composition C5H25N2O6S from the Open Molecules 2025 dataset. Energies are from the ωB97M-V functional and the def2-TZVPD basis.

The geometry in ORCA input format:
```
! wB97M-V def2-TZVPD RIJCOSX def2/J DEFGRID3
* xyz -1 1
C 1.17 -1.94 1.04
C -0.27 -2.39 0.97
S -1.35 -1.76 2.23
C 1.50 -0.46 0.68
N 0.69 -0.01 -0.42
C 0.87 1.35 -0.91
C -0.33 2.22 -0.43
N -0.03 3.36 0.43
H 1.48 -2.22 2.08
H 1.77 -2.63 0.39
H -0.13 -3.46 1.16
H -0.67 -2.08 -0.02
H 1.62 0.09 1.65
H 2.52 -0.33 0.23
H -0.30 -0.26 -0.49
H 1.85 1.72 -0.61
H 0.85 1.39 -1.99
H -1.16 1.71 0.05
H -0.81 2.74 -1.30
H 0.78 3.30 1.02
H -0.72 3.29 1.22
H 0.94 -2.46 -2.62
H -0.48 -2.06 -3.11
O 0.09 -2.81 -2.91
H 0.07 2.04 2.47
H 0.69 1.46 3.65
O 0.63 2.31 3.20
H -2.81 -1.31 -0.28
H -2.53 0.21 -0.08
O -2.91 -0.43 -0.69
H 2.04 -1.72 -1.51
H 3.09 -0.65 -2.14
O 2.89 -1.60 -1.92
H -1.38 1.06 2.75
H -2.27 0.28 1.95
O -1.90 1.25 1.95
H -2.21 0.89 -2.86
H -1.72 -0.29 -1.98
O -1.56 0.19 -2.86
*
```

HOMO energy = -3.9 eV

=====

Model B:
Here is 7 unconnected molecules or ions with the total composition C5H25N2O6S from the Open Molecules 2025 dataset. Energies are from the ωB97M-V functional and the def2-TZVPD basis.

The geometry in ORCA input format:
```
! wB97M-V def2-TZVPD RIJCOSX def2/J DEFGRID3
* xyz -1 1
N 0.36 -2.20 0.72
C 0.82 -1.25 -0.30
C 1.62 -2.04 -1.36
S 3.01 -3.04 -0.72
C 1.75 -0.12 0.28
N 0.96 1.14 0.40
C 0.45 1.33 1.74
C 1.68 2.30 -0.11
H 0.68 -1.83 1.61
H 0.85 -3.09 0.71
H -0.15 -0.88 -0.71
H 0.93 -2.85 -1.68
H 1.87 -1.41 -2.24
H 2.60 -0.05 -0.41
H 2.26 -0.32 1.23
H 0.01 2.33 1.67
H 1.21 1.30 2.53
H -0.50 0.80 1.88
H 1.00 3.15 -0.22
H 2.05 2.01 -1.09
H 2.50 2.60 0.57
H -2.42 -0.44 3.21
H -1.89 -1.79 3.61
O -1.64 -0.88 3.54
H -2.31 1.91 -1.53
H -1.55 1.30 -0.28
O -2.41 1.60 -0.63
H 1.37 0.60 -2.57
H 2.01 0.57 -3.98
O 1.44 1.06 -3.41
H -0.25 1.72 -1.89
H -0.20 2.67 -3.13
O -0.38 2.62 -2.21
H -2.68 -3.07 0.90
H -1.52 -2.15 1.17
O -2.45 -2.33 1.47
H -3.56 -1.21 0.68
H -3.44 0.34 0.14
O -4.04 -0.39 0.40
*
```

HOMO energy = -3.2 eV

=====

Which one sits at the top of the stability order? model B does.

=====

Model A:
Here is 3 unconnected molecules or ions with the total composition C3H12NO3 from the Open Molecules 2025 dataset. Energies are from the ωB97M-V functional and the def2-TZVPD basis.

The geometry in ORCA input format:
```
! wB97M-V def2-TZVPD RIJCOSX def2/J DEFGRID3
* xyz 1 1
C -0.07 -0.02 0.57
C 0.36 1.17 1.45
C 1.54 1.78 0.72
O 1.49 2.01 -0.46
N -1.07 -0.90 1.28
H 0.76 -0.67 0.35
H -0.59 0.37 -0.28
H 0.63 0.84 2.45
H -0.47 1.89 1.43
H 2.48 1.97 1.26
H -1.14 -1.84 0.88
H -2.03 -0.55 1.18
H -0.91 -0.97 2.28
H 1.17 -0.81 -3.16
H 1.39 0.44 -2.28
O 0.97 -0.44 -2.29
H -2.21 -1.31 -2.07
H -0.76 -1.47 -1.94
O -1.56 -1.48 -1.37
*
```

HOMO energy = -13.9 eV

=====

Model B:
Here is 3 unconnected molecules or ions with the total composition C3H12NO3 from the Open Molecules 2025 dataset. Energies are from the ωB97M-V functional and the def2-TZVPD basis.

The geometry in ORCA input format:
```
! wB97M-V def2-TZVPD RIJCOSX def2/J DEFGRID3
* xyz 1 1
C -0.77 -0.19 -0.66
C -2.23 0.15 -0.77
C -2.83 0.15 0.64
O -2.08 0.25 1.58
N 0.07 0.14 -1.85
H -0.66 -1.23 -0.35
H -0.29 0.36 0.11
H -2.78 -0.38 -1.54
H -2.44 1.19 -1.07
H -3.91 -0.03 0.74
H 1.10 -0.13 -1.83
H -0.05 1.12 -2.05
H -0.16 -0.38 -2.66
H 2.77 -1.42 4.89
H 2.88 -0.02 4.20
O 2.67 -0.94 4.06
H 2.85 1.20 -1.40
H 3.16 -0.08 -0.63
O 2.71 0.24 -1.42
*
```

HOMO energy = -13.7 eV

=====

Which one sits at the top of the stability order? model A does.

=====

Model A:
Here is a single C6H8N2O2 molecule from the Open Molecules 2025 dataset. Energies are from the ωB97M-V functional and the def2-TZVPD basis.

The geometry in ORCA input format:
```
! wB97M-V def2-TZVPD RIJCOSX def2/J DEFGRID3
* xyz 0 1
C -3.35 0.84 -0.23
O -1.88 1.00 -0.10
C -1.05 0.01 -0.20
O -1.23 -1.16 -0.40
N 0.28 0.53 -0.02
N 0.47 1.89 0.05
C 1.76 2.09 0.15
C 2.46 0.84 0.16
C 1.51 -0.11 0.07
C 1.59 -1.54 0.27
H -3.61 0.38 -1.13
H -3.72 1.99 -0.08
H -3.76 0.13 0.53
H 2.10 3.05 0.47
H 3.57 0.68 0.35
H 2.01 -1.84 1.18
H 2.35 -1.99 -0.34
H 0.73 -2.28 0.08
*
```

HOMO energy = -9.2 eV

=====

Model B:
Here is 2 unconnected molecules or ions with the total composition C6H8N2O2 from the Open Molecules 2025 dataset. Energies are from the ωB97M-V functional and the def2-TZVPD basis.

The geometry in ORCA input format:
```
! wB97M-V def2-TZVPD RIJCOSX def2/J DEFGRID3
* xyz 0 1
C 1.78 2.07 0.65
C 0.51 2.63 0.14
C 1.44 0.75 0.83
C 1.04 -2.16 -1.64
C -1.94 -0.67 0.14
C -0.60 -0.58 0.54
N -0.42 1.75 0.07
N 0.10 0.57 0.52
O 1.80 -2.48 -0.76
O 0.10 -1.37 -1.80
H 2.62 2.60 0.95
H 0.32 3.51 -0.51
H 2.14 0.02 1.32
H 1.11 -2.71 -2.67
H -1.90 -1.18 -0.83
H -2.52 -1.32 0.74
H -2.47 0.26 0.09
H 0.00 -1.52 0.83
*
```

HOMO energy (spin up / spin down) = -8.0 / -8.0 eV

=====

Model C:
Here is a molecular structure, C6H8N2O2 from the Open Molecules 2025 dataset. Energies are from the ωB97M-V functional and the def2-TZVPD basis.

The geometry in ORCA input format:
```
! wB97M-V def2-TZVPD RIJCOSX def2/J DEFGRID3
* xyz 0 1
C -0.62 3.92 -1.39
N -0.54 2.57 -0.88
C 0.38 1.71 -1.33
O 1.20 1.98 -2.21
C 0.38 0.38 -0.72
C 0.33 -0.62 -0.03
C 0.01 -1.65 0.96
C 0.61 -2.96 0.62
N 1.56 -3.63 0.29
H 0.32 4.46 -1.22
H -0.84 3.92 -2.47
H -1.43 4.43 -0.85
H -1.15 2.31 -0.11
H 0.35 -1.33 1.95
H -1.08 -1.78 1.02
O -0.04 -4.68 2.10
H -0.51 -4.15 2.76
H 1.08 -4.88 1.52
*
```

HOMO energy = -10.1 eV

=====

Model D:
Here is 2 unconnected molecules or ions with the total composition C6H8N2O2 from the Open Molecules 2025 dataset. Energies are from the ωB97M-V functional and the def2-TZVPD basis.

The geometry in ORCA input format:
```
! wB97M-V def2-TZVPD RIJCOSX def2/J DEFGRID3
* xyz 0 1
O -4.40 -0.44 -0.87
C -3.30 -0.17 -0.35
C -2.75 1.20 -0.27
C -1.70 1.19 0.66
N -0.91 0.03 1.06
C -1.10 -1.14 0.43
O -0.17 -1.98 0.40
N -2.54 -1.26 0.08
H -3.28 2.06 -0.52
H -1.17 2.18 0.94
H 0.15 0.22 1.32
H -2.61 -2.21 -0.40
C 3.51 0.54 -0.17
C 4.33 -0.44 -0.60
H 3.51 1.24 -0.87
H 3.09 0.54 0.82
H 4.56 -0.27 -1.61
H 4.78 -1.29 -0.05
*
```

HOMO energy = -9.9 eV

=====

Which one sits at the top of the stability order? model A does.

=====

Model A:
Here is a single C22H31N3O4S molecule from the Open Molecules 2025 dataset. Energies are from the ωB97M-V functional and the def2-TZVPD basis.

The geometry in ORCA input format:
```
! wB97M-V def2-TZVPD RIJCOSX def2/J DEFGRID3
* xyz 0 1
C 3.55 -5.17 1.38
C 3.33 -3.70 1.71
O 3.05 -2.94 0.53
C 1.78 -2.96 0.09
O 0.90 -3.55 0.65
C 1.57 -2.17 -1.12
C 0.35 -2.01 -1.75
C 0.56 -1.19 -2.86
S -0.63 -0.57 -4.02
O 0.06 0.32 -4.91
O -1.40 -1.65 -4.57
N -1.67 0.33 -3.08
C -1.01 1.36 -2.31
C -1.98 2.27 -1.56
C -1.17 3.36 -0.85
C -2.06 4.21 0.06
N -2.84 3.46 1.02
C -2.20 3.11 2.28
C -1.17 2.01 2.27
C 0.18 2.29 2.04
C 1.10 1.26 1.96
C 0.70 -0.05 2.12
C -0.63 -0.36 2.38
C -1.06 -1.77 2.61
C -1.55 0.69 2.45
C -3.61 2.43 0.37
C -2.79 1.48 -0.53
C 1.90 -0.86 -2.87
N 2.51 -1.45 -1.82
C 3.91 -1.33 -1.53
H 4.35 -5.28 0.66
H 3.81 -5.71 2.29
H 2.64 -5.60 0.97
H 2.49 -3.59 2.41
H 4.23 -3.25 2.13
H -0.58 -2.46 -1.44
H -2.26 -0.28 -2.54
H -0.42 1.93 -3.03
H -0.31 0.91 -1.58
H -2.66 2.73 -2.28
H -0.39 2.88 -0.25
H -0.69 4.00 -1.59
H -2.78 4.76 -0.56
H -1.45 4.94 0.60
H -3.01 2.82 2.96
H -1.75 4.03 2.67
H 0.50 3.31 1.93
H 2.14 1.49 1.78
H 1.42 -0.85 2.05
H -2.14 -1.88 2.49
H -0.56 -2.45 1.93
H -0.81 -2.08 3.63
H -2.58 0.46 2.66
H -4.36 2.94 -0.25
H -4.14 1.85 1.13
H -3.49 0.81 -1.04
H -2.12 0.89 0.08
H 2.42 -0.24 -3.57
H 4.37 -0.71 -2.29
H 4.05 -0.88 -0.55
H 4.38 -2.31 -1.53
*
```

HOMO energy = -8.2 eV

=====

Model B:
Here is a single C22H31N3O4S molecule from the Open Molecules 2025 dataset. Energies are from the ωB97M-V functional and the def2-TZVPD basis.

The geometry in ORCA input format:
```
! wB97M-V def2-TZVPD RIJCOSX def2/J DEFGRID3
* xyz 0 1
O 5.66 6.82 1.34
C 5.07 5.80 1.07
C 5.68 4.59 0.39
C 5.09 3.29 0.92
C 3.60 3.33 0.82
C 2.82 2.22 0.54
C 1.45 2.32 0.50
S 0.50 0.85 0.15
O 1.11 0.15 -0.96
O -0.89 1.19 0.05
N 0.85 -0.03 1.51
C 0.26 0.41 2.76
C 0.93 -0.53 3.77
C 1.05 -1.85 3.00
C 0.85 -1.49 1.52
C -0.49 -2.06 0.99
O -1.32 -2.53 1.74
N -0.61 -2.02 -0.34
C -1.83 -2.42 -1.03
C -1.43 -3.52 -2.03
C -2.54 -3.98 -2.98
C -3.87 -4.28 -2.27
C -5.02 -3.38 -2.72
C -4.73 -1.88 -2.83
C -4.05 -1.23 -1.62
C -2.52 -1.20 -1.65
C 0.81 3.52 0.74
C 1.57 4.65 1.01
C 2.96 4.56 1.05
N 3.73 5.67 1.32
H 6.76 4.63 0.54
H 5.49 4.69 -0.68
H 5.49 2.44 0.36
H 5.37 3.16 1.97
H 3.28 1.26 0.34
H -0.83 0.27 2.75
H 0.49 1.46 2.92
H 1.92 -0.14 4.02
H 0.35 -0.63 4.68
H 0.25 -2.54 3.29
H 2.01 -2.33 3.17
H 1.66 -1.83 0.87
H 0.08 -1.51 -0.88
H -2.46 -2.84 -0.24
H -1.07 -4.38 -1.45
H -0.59 -3.15 -2.62
H -2.70 -3.22 -3.74
H -2.18 -4.87 -3.50
H -4.16 -5.31 -2.45
H -3.73 -4.18 -1.19
H -5.85 -3.52 -2.01
H -5.38 -3.72 -3.70
H -4.12 -1.69 -3.72
H -5.69 -1.39 -3.00
H -4.39 -1.71 -0.70
H -4.39 -0.19 -1.58
H -2.16 -1.05 -2.67
H -2.19 -0.33 -1.07
H -0.27 3.56 0.70
H 1.09 5.60 1.20
H 3.26 6.50 1.67
*
```

HOMO energy = -9.0 eV

=====

Which one sits at the top of the stability order? model B does.